Below is a cluster of 3 separate species, C27H50N3O12P2 in total, with properties calculated with the ωB97M-V functional and the def2-TZVPD basis.

Summary:
**Charge**: +1

```
94
Properties=species:S:1:pos:R:3:forces:R:3
C 6.0720 -7.6965 2.3470 -1.02 -1.31 0.42
C 4.7656 -8.1991 1.5401 2.00 -1.06 -1.76
O 4.9514 -8.7965 0.4577 -1.68 2.18 3.50
O 3.5162 -7.9559 2.1647 1.58 0.44 -2.06
C 2.4096 -8.0009 1.2287 -2.14 -1.02 -0.44
C 1.1852 -7.0208 1.6211 0.25 -0.06 -0.48
C 1.6422 -5.6367 2.2997 -1.71 0.34 0.39
C 1.1942 -4.4216 1.3364 0.24 -0.37 -1.66
C 2.4813 -3.9506 0.4347 -2.05 -1.00 0.75
N 2.7163 -2.6027 1.0814 -2.81 0.33 -0.30
O 3.4833 -1.7469 0.3279 1.79 0.37 -1.01
C 4.6173 -2.4081 -0.2613 2.37 -1.49 -4.50
O 4.6129 -2.5468 -1.5164 -0.56 0.92 5.22
C 5.8891 -2.9282 0.5180 2.01 -0.61 2.07
C 6.0981 -2.7113 2.0530 2.68 -1.86 -2.17
C 7.4163 -3.2363 2.6986 -0.32 -0.46 -2.97
C 8.5228 -3.9451 1.8774 -3.32 0.91 -2.29
C 8.3057 -4.1729 0.3444 -3.13 1.97 1.97
C 6.9979 -3.6653 -0.3230 0.48 0.42 3.05
C 1.3438 -2.1003 1.2079 1.35 -2.03 0.75
N 0.7548 -1.0217 0.7218 0.16 -1.35 0.81
N 0.6716 -3.1572 2.0144 2.05 1.08 -0.69
H 5.7938 -7.6721 3.4531 0.54 0.41 -1.45
H 6.5001 -6.7204 1.9448 -0.85 -1.25 0.57
H 6.8462 -8.5358 2.2143 -1.19 1.40 0.05
H 1.9875 -9.0742 1.2638 0.73 1.65 -0.31
H 2.6817 -7.7656 0.1463 0.25 -0.38 1.64
H 0.6708 -6.7606 0.6177 0.84 -0.57 1.57
H 0.3664 -7.5598 2.2319 1.61 0.92 -0.73
H 1.0621 -5.5562 3.2960 0.94 0.05 -1.52
H 2.7551 -5.5785 2.5617 -1.55 -0.13 -0.58
H 0.3589 -4.6340 0.5742 1.29 -0.46 1.45
H 2.1231 -3.7935 -0.6400 1.09 -0.36 1.33
H 3.2607 -4.7692 0.6109 -0.55 1.86 -0.58
H 5.3073 -2.1833 2.6940 1.40 -0.90 -1.13
H 7.5885 -3.1055 3.8176 -0.36 -0.13 -1.79
H 9.4882 -4.3517 2.3309 -1.67 0.82 -0.49
H 9.0765 -4.7054 -0.2998 -1.17 0.85 1.07
H 6.8144 -3.8138 -1.4477 0.33 0.28 2.06
H -0.2817 -0.9782 0.8046 1.02 0.09 0.28
H 1.2180 -0.2346 0.2484 0.09 -0.81 0.12
H 1.3088 -3.1533 2.8442 -1.12 0.41 -0.17
O -6.1040 1.7479 1.7360 0.63 -0.94 4.30
P -4.6036 1.7113 2.0365 1.27 1.73 -9.04
O -4.2588 3.1239 1.2284 -0.17 0.38 1.60
C -5.0823 4.2754 1.3689 -0.23 0.66 -0.18
C -4.4266 5.2948 2.2809 0.19 -0.04 0.04
O -4.1999 0.6623 0.8212 0.39 -0.60 1.63
C -5.0990 -0.3708 0.4336 -0.39 -0.20 -0.41
C -5.8213 0.0290 -0.8386 -0.04 0.17 -0.14
O -2.9323 1.6732 2.4085 -1.95 -1.14 2.39
C -2.4200 2.5621 3.3885 0.33 0.35 0.35
C -3.1404 2.4433 4.7154 0.06 -0.12 0.05
H -6.0769 4.0367 1.7504 0.11 -0.22 -0.14
H -5.2085 4.7061 0.3721 0.04 -0.13 -0.03
H -4.3612 4.9117 3.3030 -0.06 0.06 0.03
H -5.0015 6.2232 2.3014 0.03 -0.07 -0.01
H -3.4087 5.5181 1.9479 -0.11 0.05 -0.04
H -5.8001 -0.6106 1.2365 0.00 0.14 -0.11
H -4.5060 -1.2719 0.2472 0.10 0.11 0.07
H -6.3440 0.9815 -0.7195 -0.01 -0.16 0.15
H -6.5475 -0.7324 -1.1311 0.05 0.01 0.01
H -5.1061 0.1655 -1.6543 -0.02 -0.10 0.06
H -2.4434 3.5853 3.0101 -0.16 -0.01 -0.07
H -1.3656 2.3067 3.5295 -0.08 -0.15 -0.14
H -4.1999 2.7024 4.6167 -0.02 0.12 -0.02
H -2.6914 3.1104 5.4548 -0.11 -0.04 -0.03
H -3.0906 1.4177 5.0901 0.05 0.07 -0.01
O -3.5015 5.0959 -3.0584 0.67 4.24 0.30
P -2.0431 5.4766 -3.3316 2.02 -8.72 -1.24
O -1.8817 4.6414 -4.7627 -0.28 1.39 -0.05
C -2.9032 4.6695 -5.7508 -0.27 -0.16 -0.53
C -2.5184 5.5896 -6.8938 0.18 0.06 -0.02
O -1.3597 4.3542 -2.3257 0.26 1.52 0.26
C -2.0306 3.9501 -1.1388 -0.26 -0.46 0.12
C -2.6959 2.6055 -1.3569 -0.14 -0.19 0.00
O -0.4381 6.0209 -3.5621 -2.41 2.03 1.18
C -0.1748 7.0120 -4.5418 0.28 0.41 -0.42
C -1.0079 8.2611 -4.3443 0.06 0.06 0.11
H -3.8695 4.9794 -5.3476 0.14 -0.11 0.22
H -3.0173 3.6494 -6.1269 0.06 0.00 0.11
H -2.4746 6.6279 -6.5542 -0.06 0.01 -0.04
H -3.2477 5.5269 -7.7046 0.03 0.00 0.06
H -1.5312 5.3306 -7.2872 -0.12 -0.04 -0.01
H -2.7485 4.7057 -0.8102 -0.03 -0.14 -0.10
H -1.2775 3.8594 -0.3488 0.08 0.09 -0.11
H -3.3831 2.6314 -2.2071 0.03 0.17 0.10
H -3.2519 2.2976 -0.4686 0.23 0.06 -0.33
H -1.9451 1.8427 -1.5859 0.06 0.06 0.02
H -0.3115 6.5929 -5.5399 -0.16 -0.08 0.01
H 0.8843 7.2706 -4.4556 -0.06 -0.16 0.18
H -2.0777 8.0436 -4.4344 -0.05 -0.03 -0.11
H -0.7472 9.0159 -5.0898 -0.09 -0.04 0.06
H -0.8444 8.6792 -3.3478 0.05 -0.01 -0.08
```
Positions in Å, forces in eV/Å.

---

Below is a structure of composition C27H50OP2Sc, with properties calculated with the ωB97M-V functional and the def2-TZVPD basis.

Summary:
**Charge**: +1

```
81
Properties=species:S:1:pos:R:3:forces:R:3
Sc -0.5853 -0.2177 -0.1479 -2.71 -4.28 0.97
C -3.1103 0.3007 0.9330 0.29 -0.56 -0.60
C -2.9682 0.7364 -0.4218 0.69 -0.57 -0.16
C -3.2160 -1.5613 -0.4099 0.03 0.99 0.12
C -3.3051 -1.1098 0.9214 0.26 0.73 -0.67
C -3.0199 -0.4295 -1.2551 0.42 -0.05 0.93
C -3.3425 1.1653 2.1155 -0.11 0.28 0.68
H -2.9023 2.1615 2.0114 -0.19 -0.03 -0.01
H -2.9066 0.7222 3.0212 -0.14 0.11 -0.10
H -4.4202 1.3054 2.3086 0.33 0.01 -0.04
C -3.6825 -1.9404 2.0860 0.23 -0.46 0.49
H -3.8276 -1.3347 2.9860 -0.10 -0.11 -0.14
H -2.9018 -2.6743 2.3162 -0.26 0.13 0.00
H -4.6078 -2.5038 1.8897 0.20 0.19 0.07
C -3.4088 -2.9609 -0.8590 0.14 -0.50 -0.21
H -4.3019 -3.4137 -0.4039 0.21 0.11 -0.12
H -2.5480 -3.5870 -0.5891 -0.22 0.07 -0.02
H -3.5090 -3.0201 -1.9484 -0.10 -0.02 0.19
C -3.1372 -0.4604 -2.7342 0.00 -0.11 -0.65
H -4.1861 -0.5897 -3.0526 0.33 0.05 0.04
H -2.5578 -1.2918 -3.1607 -0.19 0.14 -0.03
H -2.7653 0.4593 -3.1920 -0.15 -0.02 0.01
C -3.1286 2.1245 -0.9239 -0.22 0.69 -0.33
H -4.1717 2.3184 -1.2398 0.39 0.01 0.12
H -2.4906 2.3282 -1.7963 -0.18 0.03 0.09
H -2.8774 2.8762 -0.1668 -0.11 -0.06 -0.09
C 3.1814 1.1918 0.9853 2.06 0.67 1.45
C 2.5983 2.4252 1.5735 1.40 2.19 1.68
C 2.6477 3.7037 0.7263 0.55 0.62 -0.03
C 2.6641 3.6324 -0.8293 0.41 1.63 -0.10
C 1.8810 2.5878 -1.5374 -0.31 0.99 -0.90
C 2.4450 1.3312 -2.0017 1.41 -0.37 -1.30
C 3.9094 1.0672 -1.4426 -0.48 -0.61 -1.02
C 4.2656 1.3988 -0.0032 1.10 -0.60 0.23
H 3.5916 4.1936 1.0162 -0.38 0.02 -0.20
H 3.7227 3.7486 -1.1399 -0.49 -0.82 -0.08
H 1.8552 4.4085 1.0186 0.32 -0.32 0.14
H 4.7816 2.3639 0.1072 -0.63 0.09 -0.24
H 3.4268 0.4149 1.7253 -0.24 0.39 -0.23
H 3.0314 2.7356 2.5547 0.32 -0.21 -0.51
H 5.1018 0.7366 0.2566 -0.19 -0.21 -0.11
H 4.1057 0.0107 -1.6181 0.11 -0.17 0.10
H 2.5826 1.2343 -3.1036 0.75 1.38 -0.12
H 4.6675 1.5847 -2.0581 -0.70 -0.09 -0.19
H 2.2943 4.6295 -1.1639 -0.17 -0.62 0.24
H 0.9694 2.9478 -2.0270 0.26 -0.20 0.33
P 0.9898 1.8635 1.9649 1.45 -3.83 -3.78
C 1.1218 0.7419 3.3866 -1.52 0.53 1.08
C -0.1992 3.0592 1.2708 -1.21 0.03 1.10
P 1.0677 0.1005 -2.3736 -2.03 -0.91 2.89
C 1.2337 0.5473 0.6550 -1.17 1.26 -0.12
C 0.0079 1.0903 -3.5009 0.92 0.10 -0.60
C 1.8581 -1.3995 -3.0186 0.12 0.36 -0.67
H 0.7661 -0.2569 3.0839 -0.02 0.53 -0.05
H 0.4157 1.1828 4.0893 0.06 -0.57 0.75
H 2.1085 0.6488 3.8631 -0.18 0.56 -0.49
H 0.0228 3.5406 0.3017 0.62 -0.86 0.36
H -0.2533 3.8887 1.9864 -0.40 -0.12 -0.01
H -1.1758 2.5643 1.1760 0.16 0.29 0.22
H 2.9190 -1.2033 -2.8186 -0.06 -0.47 -0.35
H 1.6643 -1.4657 -4.0967 0.33 -0.27 0.20
H 1.5381 -2.3210 -2.4982 0.02 0.71 -0.26
H 1.9060 -0.3678 0.5421 -1.62 0.92 0.74
H 1.2539 1.1578 -0.2725 -0.01 -0.30 0.82
H -0.7417 0.4992 -4.0556 0.58 0.13 0.28
H 0.7615 1.5436 -4.1632 -0.75 0.27 -0.43
H -0.5216 1.8875 -2.9365 0.38 -0.66 -0.29
C 1.3405 -3.3159 1.9145 0.29 -0.11 0.09
C 0.0783 -3.3655 1.0573 0.57 0.91 -0.68
C 0.4087 -4.1136 -0.2364 0.14 -0.26 -0.20
C -0.9529 -4.1604 1.8183 -0.23 -0.27 0.15
O -0.3417 -2.0278 0.7429 0.18 0.66 -0.74
H 1.6582 -4.3415 2.1566 0.00 0.31 0.00
H 1.1438 -2.7928 2.8560 0.04 -0.01 -0.09
H 2.1736 -2.8262 1.3912 -0.20 0.00 0.07
H 0.7285 -5.1408 0.0075 -0.08 0.32 -0.17
H -0.4709 -4.1853 -0.8909 0.23 0.10 0.12
H 1.2378 -3.6290 -0.7820 -0.33 -0.10 0.22
H -1.1622 -3.7022 2.7798 -0.13 0.11 0.12
H -1.8732 -4.2915 1.2564 -0.10 0.10 0.01
H -0.5567 -5.1586 2.0172 0.01 0.01 0.01
```
Positions in Å, forces in eV/Å.

---

Below is a cluster of 2 separate species, C27H51BF5N3O9PS in total, with properties calculated with the ωB97M-V functional and the def2-TZVPD basis.

Summary:
**Charge**: +1

```
98
Properties=species:S:1:pos:R:3:forces:R:3
C -2.3149 4.6607 7.0463 0.05 -0.09 0.03
C -2.8770 3.3885 7.6930 -0.01 0.23 -0.16
C -3.4797 2.3867 6.6945 0.25 -0.18 0.16
C -2.5450 1.2258 6.3001 -0.05 -0.03 -0.34
C -2.1425 1.2422 4.8241 0.26 0.16 0.19
C -1.3488 0.0104 4.4171 -0.19 -0.19 -0.03
C -1.0005 -0.0391 2.9363 -0.09 -0.13 -0.09
C -0.2071 -1.2950 2.5658 -0.09 0.33 0.16
C 0.2240 -1.2266 1.1012 -0.01 -0.01 0.11
C 1.1981 -2.3079 0.5337 -0.24 0.26 -0.20
C 1.1756 -3.4884 1.5355 0.38 -0.73 -0.31
C 1.9279 -4.7738 1.2236 -0.36 0.14 -0.64
C 1.2433 -5.9968 0.7683 0.35 0.25 1.04
O 1.7086 -5.8352 2.1301 0.10 0.04 -0.25
C 2.7011 -1.8750 0.3533 -0.02 -0.57 0.34
C 3.2268 -0.5044 0.7567 0.02 -0.01 -0.11
F 2.7171 0.5385 0.0817 -0.13 0.16 -0.13
F 4.5666 -0.5320 0.4482 0.14 0.02 -0.04
C 3.1635 -0.1417 2.2801 -0.03 0.25 0.20
F 2.0675 0.5809 2.5500 0.56 -0.29 -0.02
F 4.2386 0.5805 2.6147 -0.49 -0.25 -0.09
F 3.1484 -1.2565 3.0245 0.04 0.28 -0.08
C 3.2116 -2.4106 -1.0191 0.17 0.02 0.34
N 4.2461 -3.3895 -0.7693 0.13 0.11 -0.12
P 3.8449 -1.3901 -2.4600 -0.02 -0.11 -0.06
O 3.6361 -2.3018 -3.5888 0.00 0.04 -0.10
O 3.0496 -0.0317 -2.6037 0.26 0.02 -0.01
O 5.3541 -1.0692 -2.1295 -0.14 0.13 -0.23
N 2.0042 -3.1435 -1.6276 -0.14 -0.14 -0.65
O 2.2234 -4.5298 -1.7343 -0.03 0.08 0.38
C 0.7315 -2.6406 -0.9297 0.37 0.15 0.22
C -0.3885 -3.6997 -1.0267 -0.22 -0.05 0.14
C -1.7679 -3.2857 -1.5226 0.31 0.14 0.45
C -2.7112 -2.5876 -0.5826 -0.20 0.04 -0.04
N -2.0528 -3.6429 -2.6925 -0.25 -0.19 -0.62
B 0.3768 -1.3700 -1.9086 -0.01 0.14 0.04
O 0.2007 -1.7290 -3.2213 0.71 -0.28 0.08
O 0.3516 -0.1102 -1.4581 -0.51 -0.07 0.23
C -0.5235 0.8749 -2.0625 0.26 0.15 -0.04
C 0.1983 1.7711 -3.0507 -0.10 0.04 0.11
H -2.3245 5.4963 7.7458 0.06 0.00 0.02
H -2.9089 4.9526 6.1792 -0.02 0.04 0.01
H -1.2825 4.5250 6.7197 -0.02 -0.01 -0.11
H -3.6380 3.6788 8.4179 -0.02 -0.03 0.01
H -2.0744 2.9010 8.2492 -0.11 -0.03 0.17
H -3.7710 2.9178 5.7851 -0.14 0.03 0.04
H -4.3890 1.9685 7.1263 -0.05 0.02 -0.05
H -3.0300 0.2667 6.5008 0.02 0.00 0.09
H -1.6317 1.2507 6.9001 -0.04 -0.04 0.08
H -3.0348 1.3374 4.1986 -0.01 -0.03 -0.02
H -1.5288 2.1335 4.6487 -0.09 0.05 -0.12
H -0.4381 -0.0678 5.0194 0.03 0.06 0.00
H -1.9455 -0.8791 4.6535 0.05 -0.02 0.05
H -1.9357 -0.0427 2.3633 0.03 0.13 -0.06
H -0.4478 0.8565 2.6366 0.00 0.02 0.06
H -0.8646 -2.1477 2.7483 0.16 -0.12 0.02
H 0.6382 -1.3743 3.2514 -0.01 -0.10 -0.05
H -0.6931 -1.2808 0.5162 0.01 0.01 0.00
H 0.6101 -0.2304 0.9098 -0.01 -0.03 -0.11
H 0.1553 -3.7991 1.7531 -0.05 0.25 0.22
H 1.6347 -3.1048 2.4464 -0.29 0.01 0.16
H 2.9554 -4.6650 0.8899 0.08 -0.05 0.10
H 0.1619 -6.0340 0.7426 -0.01 -0.05 -0.36
H 1.8158 -6.7136 0.1948 -0.18 -0.11 -0.10
H 3.2589 -2.5128 1.0418 -0.01 0.04 0.08
H 4.6157 -3.7749 -1.6340 -0.04 -0.10 0.03
H 5.0143 -2.9462 -0.2776 -0.02 0.02 0.05
H 3.5229 0.8033 -2.5088 -0.15 0.06 0.05
H 5.5624 -0.1882 -1.7963 0.10 -0.08 0.15
H 1.9890 -2.8434 -2.6139 -0.14 0.04 -0.01
H 1.8241 -4.7751 -2.5843 0.05 -0.02 -0.01
H -0.5100 -4.1534 -0.0471 -0.01 0.01 0.00
H -0.0995 -4.5041 -1.6960 0.10 0.04 -0.03
H -3.7253 -2.6446 -0.9760 -0.01 0.02 0.02
H -2.4717 -1.5287 -0.4639 0.07 0.00 0.02
H -2.7035 -3.0501 0.4054 0.07 0.04 0.04
H -3.0051 -3.3770 -2.9431 -0.02 -0.02 -0.03
H 0.6105 -1.1188 -3.8476 -0.46 0.18 -0.13
H -1.3666 0.3654 -2.5290 0.05 -0.06 -0.08
H -0.8997 1.4630 -1.2267 -0.09 -0.03 -0.03
H 0.9351 1.2285 -3.6430 -0.07 -0.06 -0.04
H 0.7031 2.5889 -2.5357 0.09 -0.03 -0.02
H -0.5403 2.1906 -3.7295 0.05 0.06 -0.04
C -0.6506 5.9186 -6.5786 -0.04 -0.04 -0.03
C -2.1135 6.0461 -7.0267 0.02 -0.03 0.03
C -2.7395 4.6480 -6.9515 -0.05 0.14 -0.07
S -1.8421 3.7724 -5.6632 -0.05 0.15 -0.01
O -1.1240 2.6667 -6.2506 0.02 -0.07 0.04
O -2.6913 3.5391 -4.5203 0.06 -0.10 0.03
C -0.6764 5.0842 -5.3017 0.04 0.15 -0.07
H -0.1931 6.8911 -6.4062 0.00 0.01 -0.01
H -0.0680 5.4043 -7.3453 0.01 0.00 0.01
H -2.6436 6.7250 -6.3568 0.00 -0.01 0.02
H -2.1926 6.4510 -8.0336 -0.01 0.01 0.00
H -3.7917 4.6607 -6.6797 0.00 -0.06 0.02
H -2.6017 4.0834 -7.8714 0.04 -0.05 0.03
H 0.2797 4.6373 -5.0388 -0.03 -0.07 0.01
H -1.0753 5.6482 -4.4587 -0.02 -0.02 0.01
```
Positions in Å, forces in eV/Å.

---

One value per record, in order, for energy: -2808.07886 -2576.99842 -3164.40429 hartree.